A molecular structure, C13H33ClNNaO8 in a non-equilibrium geometry, computed with ωB97M-V/def2-TZVPD.

Structure (XYZ):
```
57
Properties=species:S:1:pos:R:3:forces:R:3:nbo_charge:R:1
C 1.0593 -1.6831 -1.3361 -0.9 0.4 0.0 -0.641
H -0.0520 0.9530 -4.7724 -0.2 0.1 -0.1 0.206
H 3.5988 1.8686 3.8078 -0.1 -0.5 0.1 0.221
O -4.6973 -2.2892 2.0599 -0.6 -0.9 -0.5 -0.850
H -2.1985 -0.2556 -1.2243 -0.3 0.0 0.0 0.488
H 1.2072 2.0586 -4.2835 -0.1 0.1 0.3 0.213
H -0.9370 3.3381 -3.2489 0.4 -0.1 0.0 0.209
H 2.9856 2.4043 1.3341 0.0 0.4 0.2 0.171
H 0.9061 2.7959 1.7206 -0.7 0.1 -0.1 0.474
H 1.1321 -2.7701 -1.3711 0.4 0.1 0.1 0.222
O -2.9218 -3.2226 3.2758 -0.5 -0.8 0.5 -0.887
O -1.3159 0.0753 -1.0420 -0.5 0.7 2.1 -0.620
C 1.1167 -2.8296 2.8482 0.2 -1.4 -1.1 -0.247
C 1.6659 -0.1390 -4.1102 -1.9 0.0 1.7 -0.399
C -0.0124 -1.2967 -2.3983 0.6 0.7 -0.3 0.139
H -1.7394 2.4862 -1.9462 -0.2 0.3 0.1 0.207
C 2.4010 1.7279 1.9577 1.1 -0.8 1.3 -0.073
H -2.0970 2.0718 -3.5900 0.4 -0.6 -0.2 0.220
Na -1.0060 0.2244 1.5995 -0.1 -0.7 0.1 0.955
H 2.1011 -0.2698 -5.1010 -0.4 0.2 -0.1 0.215
H 0.4676 2.5216 -0.8097 -0.5 0.1 -0.2 0.204
O -2.4911 -2.0191 1.3879 0.7 1.3 -1.2 -0.993
C -1.1871 -2.3060 -2.4718 0.5 0.5 -1.1 -0.635
H -1.7843 1.8744 5.6445 -0.6 0.2 0.3 0.175
H 0.7903 -1.3860 -0.3225 -0.2 -0.1 0.1 0.209
H 0.4251 -3.5660 3.2576 0.1 -0.2 -0.1 0.191
O 1.0195 1.8435 1.6785 -0.2 -0.1 -0.5 -0.749
H 0.5614 -1.2337 3.7836 -0.1 -0.1 0.1 0.470
H -0.9148 2.7322 4.4766 0.0 -0.2 -0.8 0.176
O -3.3696 -4.1246 1.1548 -1.2 -1.4 -0.9 -0.829
H 2.1068 -2.9573 3.2857 0.0 0.4 0.5 0.157
O 0.5583 -1.5654 2.8827 -0.2 2.0 0.4 -0.745
C -1.8705 2.2271 4.6167 -0.1 0.8 0.7 -0.250
H 1.2831 -3.0018 1.7848 -0.2 -0.5 0.0 0.182
C 0.6775 1.1531 -3.9876 1.2 -2.0 -0.5 -0.396
C -0.0940 1.3345 -2.6487 0.2 0.7 -1.0 0.121
H 2.3283 3.0078 3.6303 -0.2 0.2 0.3 0.193
C -1.2803 2.3552 -2.9261 0.4 -0.4 1.2 -0.612
H 2.5075 -0.2538 -3.4270 0.1 1.0 0.2 0.194
H -2.6877 2.9163 4.4039 0.2 0.6 0.9 0.176
H 1.3604 -2.2530 -3.6819 -0.2 -0.2 -0.5 0.212
H -2.9534 0.7866 4.0070 0.0 -0.3 -0.1 0.494
C 0.8951 1.9859 -1.6573 0.3 -0.2 0.7 -0.642
H -1.7980 -2.0081 -3.3240 -0.5 0.6 0.2 0.212
H -1.7918 -2.3662 -1.5670 0.3 -0.4 0.0 0.240
H 1.5110 1.2415 -1.1527 0.1 -0.3 -0.3 0.213
H 1.8358 1.3615 4.0170 0.4 -0.2 0.0 0.213
H 0.0141 -1.3629 -4.5524 -0.1 -0.7 -0.1 0.201
C 2.5665 1.9564 3.4690 0.2 1.1 -0.8 -0.630
H 1.5909 2.6718 -2.1406 -0.2 0.1 -0.2 0.212
C 0.7485 -1.3533 -3.7469 -0.1 0.9 -0.5 -0.406
H 2.8255 0.7486 1.7365 -0.8 -0.3 -0.3 0.189
H -0.8589 -3.2522 -2.9022 0.3 -0.4 1.0 0.220
N -0.6523 0.0443 -2.2314 0.9 -0.7 -2.3 -0.202
Cl -3.4369 -2.9712 1.9526 2.1 2.5 2.0 2.572
H 2.0033 -1.1874 -1.5626 0.1 -0.2 0.0 0.199
O -2.1020 1.1573 3.7633 0.7 -1.2 -1.3 -0.761
```
Positions in Å, forces in eV/Å.

As for the highest occupied orbital energy: -8.4862 eV. The lowest unoccupied orbital energy is -0.34 eV.

=====

A molecular structure, C13H33ClNO2PbSSi3, computed with ωB97M-V/def2-TZVPD.

Structure (XYZ):
```
55
Properties=species:S:1:pos:R:3:forces:R:3:nbo_charge:R:1
H 3.4133 -3.9647 -1.6205 0.0 0.0 0.0 0.263
H -0.8436 4.0510 -1.6110 0.0 0.0 0.0 0.258
H 3.1101 3.0885 0.6601 0.0 0.0 0.0 0.190
C -3.0714 1.8431 1.7703 0.0 -0.2 0.0 -1.097
O -0.5638 -3.7404 0.0558 -0.1 -0.1 0.0 -0.579
H 0.8243 4.3059 1.3497 0.0 0.0 0.0 0.263
N 0.9216 -1.9438 0.5040 -0.4 0.3 0.0 -0.976
O 1.7054 1.6899 0.0122 -0.1 -0.2 -0.1 -0.934
H 0.0153 3.0966 2.3425 0.0 0.0 -0.1 0.252
H -3.6972 1.5666 2.6240 0.0 0.0 0.0 0.264
H 0.2194 2.9811 -2.5444 0.0 0.0 0.0 0.256
C -2.5782 1.5694 -2.0733 -0.1 0.1 0.2 -1.032
C 3.1764 -4.4594 -0.6816 0.1 0.0 0.0 -0.742
H -2.4411 -1.6665 -2.9049 0.0 0.0 0.0 0.264
H 3.7279 -3.8114 2.9543 0.0 0.0 0.0 0.240
H -1.8107 -2.2883 -1.3933 0.1 -0.1 0.1 0.277
H 3.7398 1.7283 -0.2896 0.0 0.0 0.0 0.198
H -2.1120 2.4630 -2.4680 0.0 0.1 0.0 0.252
C 0.1015 0.1148 -2.9351 -0.1 0.1 0.0 -1.128
H -3.7320 -1.0577 0.7664 0.0 0.0 0.0 0.249
Pb 2.9168 -0.9503 0.4955 0.3 -0.1 0.1 1.203
C -0.9494 0.8991 -0.1006 0.0 0.0 -0.2 -0.797
H -3.7410 1.9895 0.9218 0.0 0.0 0.0 0.243
C 2.9163 2.4331 -0.1896 0.0 0.0 0.0 -0.247
H -0.9182 4.1649 1.2761 0.0 0.0 0.0 0.256
H 0.8865 4.2663 -1.5358 0.0 0.0 0.0 0.265
H 0.8597 0.8713 -2.7403 0.0 0.0 0.0 0.253
S 4.0629 -3.5784 0.6162 0.0 0.0 0.0 0.258
H -3.2189 1.8324 -1.2312 0.0 0.0 0.0 0.250
H -3.2288 1.1390 -2.8418 0.0 -0.1 0.0 0.275
H -0.2568 0.2355 -3.9605 0.0 0.0 0.0 0.261
H -2.5860 2.7834 2.0071 0.1 0.1 0.0 0.247
C 0.1016 3.5070 -1.5986 0.0 0.0 0.0 -1.180
C 0.1825 -2.8519 0.2681 0.2 0.0 0.0 0.790
Si 0.2385 2.4526 -0.0775 0.0 0.0 0.0 1.941
H -3.3014 -1.3391 -1.4052 0.0 0.0 0.0 0.251
H 2.8655 3.0214 -1.1060 0.0 0.0 0.0 0.192
Si -1.8783 0.4158 1.5134 -0.2 0.2 0.0 1.607
Cl 3.2643 -1.2060 -1.9603 0.0 0.1 -0.1 -0.631
C -0.5723 0.3178 2.8491 0.0 0.1 0.0 -1.102
H 0.5922 -0.8567 -2.8638 0.0 0.0 0.0 0.282
C -2.3089 -1.4347 -1.8434 -0.1 0.0 0.0 -1.136
H -2.2813 -2.0196 1.0907 0.0 0.0 0.0 0.265
H -3.2263 -1.3621 2.4212 0.0 0.0 0.0 0.261
C -2.8592 -1.1536 1.4123 0.1 -0.1 0.0 -1.134
H 3.5081 -5.3577 2.1210 0.0 0.0 0.0 0.242
Si -1.3454 0.1428 -1.7751 0.3 -0.2 0.1 1.617
H 2.2144 -4.1319 2.0668 0.0 0.0 0.0 0.228
H 0.3681 -0.0866 2.4824 0.1 -0.1 0.0 0.252
H -0.9422 -0.3698 3.6127 0.0 0.0 0.0 0.265
C 3.2916 -4.2924 2.0812 0.0 0.0 0.0 -0.747
H -0.3820 1.2799 3.3250 0.0 -0.1 0.0 0.247
C 0.0007 3.5855 1.3691 0.0 -0.1 0.1 -1.180
H 3.5178 -5.4917 -0.7111 0.0 0.0 0.0 0.238
H 2.1039 -4.4211 -0.5063 0.0 0.0 0.0 0.228
```
Positions in Å, forces in eV/Å.

As for the highest occupied orbital energy: -11.8289 eV. As for the net charge: +1. The lowest unoccupied orbital energy is -5.78 eV.